The following is a quantum chemistry calculation of a structure of composition C22H35N6O2PPdSeTe at a distorted geometry, from the OMol25 dataset.

Element x y z (Å)
1 Pd 0.417 -0.520 2.183
2 Te -1.562 -0.435 3.829
3 C -0.729 -2.051 2.802
4 H -1.361 -2.519 2.051
5 H -0.220 -2.792 3.416
6 C 2.134 -1.436 -4.583
7 C 2.062 -0.631 -3.313
8 C 2.059 0.766 -3.323
9 C 1.958 1.519 -2.167
10 C 1.924 3.020 -2.281
11 C 1.863 0.879 -0.884
12 C 1.672 1.671 0.283
13 O 1.424 1.320 1.491
14 C 1.952 -0.562 -0.872
15 C 2.032 -1.302 0.431
16 C 2.017 -1.258 -2.058
17 H 2.118 -0.784 -5.460
18 H 1.290 -2.130 -4.671
19 H 3.048 -2.040 -4.635
20 H 2.129 1.286 -4.279
21 H 2.033 3.321 -3.326
22 H 2.726 3.491 -1.703
23 H 0.979 3.430 -1.902
24 H 1.740 2.752 0.122
25 H 0.985 -1.430 0.856
26 H 2.687 -0.776 1.120
27 H 2.405 -2.316 0.300
28 H 2.066 -2.346 -2.013
29 Se 6.162 -0.819 2.757
30 N 6.017 -2.195 3.932
31 C 4.729 -2.205 4.282
32 C 4.146 -3.115 5.183
33 C 2.794 -2.967 5.485
34 C 2.050 -1.960 4.873
35 N 2.518 -1.099 3.968
36 C 3.847 -1.182 3.679
37 N 4.429 -0.340 2.832
38 H 4.751 -3.899 5.624
39 H 2.307 -3.634 6.188
40 H 1.005 -1.821 5.142
41 C -1.491 0.192 -3.154
42 N -2.197 1.040 -2.200
43 C -2.378 2.409 -2.612
44 P -2.360 0.480 -0.643
45 O -1.215 -0.322 -0.184
46 N -2.684 1.788 0.304
47 C -1.604 2.453 1.031
48 C -3.985 2.390 0.442
49 N -3.756 -0.444 -0.700
50 C -4.048 -1.287 0.454
51 C -4.862 -0.243 -1.603
52 H -0.558 0.662 -3.474
53 H -2.114 -0.008 -4.038
54 H -1.226 -0.753 -2.682
55 H -1.426 2.857 -2.923
56 H -2.784 3.003 -1.794
57 H -3.071 2.479 -3.463
58 H -0.751 1.792 1.140
59 H -1.951 2.705 2.035
60 H -1.280 3.372 0.521
61 H -4.737 1.824 -0.107
62 H -3.996 3.425 0.069
63 H -4.279 2.413 1.497
64 H -3.181 -1.328 1.114
65 H -4.293 -2.305 0.129
66 H -4.893 -0.895 1.035
67 H -4.579 0.452 -2.394
68 H -5.751 0.150 -1.088
69 H -5.153 -1.192 -2.071

## Properties
HOMO energy (alpha / beta): 0.0142 / -0.0476 hartree
Multiplicity: 3
Net charge: -2
Frontier orbital gap (alpha / beta): 3.723 / 5.402 eV